Entry 1:
{"formula": "C27H56Cl3N7O8", "method": "the ωB97M-V functional and the def2-TZVPD basis", "energy_ha": -3427.8336, "smiles": "CCN[C@@](C#N)([C@@H](Cl)[C@@H](C)Cl)[C@](Cl)(C#N)ON=O.COCCNCCOC.COCCNCCOC.COCCNCCOC", "species": ["C", "C", "N", "C", "C", "N", "C", "Cl", "C", "C", "Cl", "C", "Cl", "C", "N", "O", "N", "O", "H", "H", "H", "H", "H", "H", "H", "H", "H", "H", "H", "C", "O", "C", "C", "N", "C", "C", "O", "C", "H", "H", "H", "H", "H", "H", "H", "H", "H", "H", "H", "H", "H", "H", "H", "C", "O", "C", "C", "N", "C", "C", "O", "C", "H", "H", "H", "H", "H", "H", "H", "H", "H", "H", "H", "H", "H", "H", "H", "C", "O", "C", "C", "N", "C", "C", "O", "C", "H", "H", "H", "H", "H", "H", "H", "H", "H", "H", "H", "H", "H", "H", "H"], "positions_angstrom": [[1.565097, -5.181492, -2.395547], [1.367475, -3.680030, -2.093080], [1.267363, -2.946823, -3.363675], [0.674721, -1.623119, -3.324438], [1.190644, -0.939076, -4.567782], [1.572753, -0.406501, -5.510326], [-0.906094, -1.568280, -3.398227], [-1.464215, -1.509872, -5.104656], [-1.684831, -2.689027, -2.685674], [-3.188547, -2.314856, -2.670773], [-1.564732, -4.279557, -3.484611], [1.097224, -0.687545, -2.119258], [2.858272, -0.774576, -1.746002], [0.316514, -0.898481, -0.887188], [-0.111571, -1.141870, 0.149981], [0.786147, 0.660288, -2.527630], [1.962737, 1.550277, -2.308334], [1.702273, 2.392617, -1.568560], [0.974942, -5.490414, -3.251467], [1.354663, -5.765260, -1.500496], [2.621159, -5.334392, -2.636283], [0.478275, -3.585537, -1.474428], [2.223673, -3.383085, -1.482877], [2.212892, -2.810590, -3.706382], [-1.254778, -0.630987, -2.968252], [-1.390219, -2.749156, -1.639497], [-3.312395, -1.239624, -2.571818], [-3.721938, -2.869129, -1.911670], [-3.575715, -2.583344, -3.654015], [-5.142580, -3.671534, 4.104442], [-5.841653, -2.459807, 3.885947], [-5.262729, -1.340051, 4.548373], [-4.722430, -0.347700, 3.539096], [-3.544604, -0.879081, 2.864097], [-3.093599, -0.078617, 1.729159], [-4.014337, 0.017442, 0.517730], [-4.193112, -1.209889, -0.172546], [-5.247180, -2.022400, 0.319194], [-5.720341, -4.470351, 3.641773], [-4.146486, -3.651405, 3.648982], [-5.043471, -3.883438, 5.172730], [-4.492337, -1.652592, 5.254498], [-6.061373, -0.855221, 5.119030], [-4.451319, 0.579912, 4.053055], [-5.532480, -0.122957, 2.831800], [-3.754480, -1.813505, 2.537121], [-2.149684, -0.509784, 1.392713], [-2.868877, 0.933757, 2.081925], [-3.538118, 0.693925, -0.199405], [-4.984767, 0.464034, 0.762514], [-6.062350, -1.426098, 0.734322], [-4.890776, -2.729571, 1.072781], [-5.636088, -2.604291, -0.518245], [-0.513030, 2.261505, 8.952600], [-0.763636, 2.543074, 7.589061], [0.408739, 2.578117, 6.781619], [0.404238, 1.440592, 5.782993], [0.599685, 0.158327, 6.449050], [0.398039, -1.000156, 5.581298], [-1.007159, -1.242064, 5.039941], [-1.953425, -1.580461, 6.041640], [-2.586166, -0.482011, 6.671854], [-1.457396, 2.358902, 9.485746], [-0.137322, 1.242239, 9.092698], [0.203309, 2.971048, 9.377285], [1.314108, 2.558150, 7.394394], [0.394723, 3.525350, 6.234249], [1.213596, 1.592910, 5.063005], [-0.549503, 1.480226, 5.238941], [-0.045915, 0.093712, 7.225262], [0.689862, -1.882427, 6.157297], [1.092177, -0.930468, 4.737885], [-0.956553, -2.106362, 4.372906], [-1.373311, -0.412527, 4.428535], [-2.693995, 0.375254, 6.002119], [-2.042746, -0.187295, 7.573910], [-3.579190, -0.805777, 6.986334], [5.554869, 4.892542, -8.259255], [5.621882, 5.216839, -6.883628], [4.352721, 5.456552, -6.284979], [4.034332, 4.387993, -5.261097], [3.767576, 3.108484, -5.905767], [3.658382, 1.985436, -4.977577], [4.903206, 1.555408, -4.206320], [5.932619, 1.032195, -5.024362], [6.851383, 1.986562, -5.523350], [6.576482, 4.830380, -8.630745], [5.064765, 3.927109, -8.423670], [5.024363, 5.666451, -8.821991], [3.563701, 5.523105, -7.038991], [4.413719, 6.423506, -5.776427], [3.149475, 4.690145, -4.692421], [4.884476, 4.330047, -4.566552], [4.514844, 2.913360, -6.559970], [3.354972, 1.113596, -5.553532], [2.845769, 2.196952, -4.282635], [4.577372, 0.719175, -3.574494], [5.297936, 2.336817, -3.544803], [6.988086, 2.821472, -4.831066], [6.540925, 2.370021, -6.499319], [7.810365, 1.484704, -5.655812]], "forces_ev_per_a": [[0.64, 0.66, 0.10], [-0.08, -1.36, -0.05], [0.11, 0.58, 0.66], [0.09, 0.32, -0.87], [-0.12, 0.08, 0.65], [0.03, -0.32, 0.23], [0.07, -0.79, -0.33], [0.03, 0.03, 0.20], [-1.17, 0.73, 0.13], [0.63, -0.22, -1.08], [0.23, -0.05, 0.32], [-0.25, 1.56, -0.91], [-0.29, -0.82, 0.05], [0.88, -0.63, 0.36], [-0.25, 0.16, -0.19], [-0.44, -0.97, 0.56], [0.29, 1.26, 0.77], [-0.12, -0.41, -0.69], [-0.20, -0.10, 0.15], [-0.14, -0.13, -0.12], [-0.07, -0.16, -0.09], [-0.10, 0.29, -0.23], [-0.13, 0.35, 0.01], [-0.04, -0.25, -0.19], [0.19, 0.06, 0.06], [0.37, -0.27, -0.15], [-0.12, -0.03, 0.42], [0.01, 0.07, 0.14], [-0.19, 0.02, 0.09], [-0.11, 0.04, -0.08], [0.21, -0.13, 0.02], [-0.37, 0.23, 0.01], [0.11, -0.26, -0.10], [-0.20, 0.18, -0.06], [0.14, -0.26, 0.07], [0.15, 0.24, -0.13], [-0.23, 0.15, 0.40], [0.15, -0.13, -0.19], [-0.03, 0.03, -0.01], [0.05, -0.03, 0.10], [0.06, -0.02, 0.00], [0.12, -0.09, -0.15], [0.01, 0.00, 0.01], [0.00, 0.02, -0.02], [-0.09, 0.12, 0.12], [0.05, -0.04, 0.04], [0.01, 0.05, -0.04], [-0.07, 0.03, 0.01], [0.00, -0.02, 0.00], [-0.05, -0.10, 0.05], [0.02, 0.01, 0.06], [-0.10, 0.04, 0.10], [0.00, 0.04, -0.02], [-0.11, 0.02, -0.09], [0.13, -0.10, 0.17], [-0.13, 0.19, -0.27], [-0.07, -0.18, 0.21], [-0.03, 0.09, -0.17], [0.02, -0.09, 0.28], [0.19, -0.15, -0.17], [-0.10, 0.17, -0.06], [0.06, -0.28, 0.17], [-0.01, 0.01, -0.03], [0.09, 0.03, 0.06], [0.03, -0.03, 0.03], [-0.02, -0.10, 0.05], [0.03, 0.01, 0.02], [-0.01, -0.02, -0.02], [0.04, 0.13, -0.10], [0.02, 0.00, 0.03], [0.00, -0.03, -0.06], [-0.03, 0.05, -0.03], [-0.04, 0.01, 0.00], [-0.06, 0.05, 0.08], [0.08, 0.02, 0.00], [-0.04, 0.21, -0.04], [0.00, 0.00, 0.00], [0.09, 0.00, 0.10], [-0.11, -0.09, -0.18], [0.11, 0.20, 0.29], [0.09, -0.21, -0.19], [0.14, 0.07, 0.19], [0.19, 0.00, -0.54], [-0.32, -0.18, 0.26], [0.07, 0.17, 0.04], [0.02, -0.20, -0.11], [0.01, 0.01, 0.04], [-0.07, 0.04, -0.07], [-0.03, -0.03, -0.03], [0.01, -0.11, -0.04], [-0.02, 0.01, -0.02], [0.00, -0.02, 0.02], [-0.03, 0.14, 0.08], [-0.03, -0.01, -0.05], [-0.10, 0.05, -0.05], [0.09, 0.04, -0.03], [0.14, 0.13, 0.03], [0.03, 0.04, -0.06], [-0.05, 0.04, -0.01], [0.01, 0.14, 0.04], [-0.02, -0.02, 0.03]], "mulliken_charge": [-1.47, -0.22, -0.30, 0.82, -0.46, -0.55, -0.89, -0.12, 0.46, -1.70, -0.15, 1.34, -0.15, -0.21, -0.45, -0.27, 0.23, -0.39, 0.33, 0.37, 0.37, 0.22, 0.37, 0.53, 0.62, 0.28, 0.42, 0.29, 0.53, -0.64, -0.41, -0.67, -0.62, 0.16, -0.66, -0.79, -0.23, -0.82, 0.26, 0.24, 0.33, 0.30, 0.40, 0.37, 0.32, -0.01, 0.31, 0.39, 0.45, 0.40, 0.37, 0.29, 0.32, -0.74, -0.35, -0.84, -0.01, -0.33, -1.05, 0.28, -0.45, -0.66, 0.25, 0.31, 0.35, 0.41, 0.39, 0.38, 0.03, 0.12, 0.38, 0.41, 0.39, -0.13, 0.19, 0.31, 0.37, -0.71, -0.35, -0.81, -0.22, -0.25, -0.53, -0.28, -0.45, -0.58, 0.24, 0.30, 0.35, 0.42, 0.39, 0.33, 0.20, 0.18, 0.26, 0.39, 0.04, 0.41, 0.28, 0.19, 0.29]}


Entry 2:
{"formula": "CH4BrNO", "method": "the ωB97M-V functional and the def2-TZVPD basis", "e_above_lowest_kj_mol": 249.27, "energy_ha": -2744.3343, "species": ["C", "N", "O", "Br", "H", "H", "H", "H"], "positions_angstrom": [[1.438941, 0.446648, 0.073899], [-1.505658, -0.420335, -0.330812], [-0.605514, -0.362294, -1.250238], [0.476706, 0.157336, 1.628162], [1.450174, 1.496006, -0.153778], [1.753420, -0.495003, -0.447351], [-1.675147, 0.386565, 0.246218], [-1.332923, -1.208924, 0.233899]], "forces_ev_per_a": [[-0.25, -1.44, -0.02], [0.25, -0.35, -1.09], [-0.21, 0.85, -0.13], [0.60, 0.02, 0.78], [0.40, -0.18, -0.67], [-0.15, 1.66, 0.43], [-0.20, 0.82, -0.26], [-0.44, -1.38, 0.96]], "nbo_charge": [-0.46, -0.33, -0.36, 0.05, 0.21, 0.23, 0.34, 0.33]}